The following is a DFT calculation (ωB97M-V/def2-TZVPD) of the molecule C3H11N3 at a distorted geometry.

The value obtained for the total energy is -7756.543 eV. The HOMO-LUMO gap is 9.7 eV. The charge is 0.

```
17
C3H11N3, DFT ωB97M-V/def2-TZVPD
C -2.286 0.560 0.901
C -1.163 0.052 -0.013
C 0.204 0.018 0.644
N 1.243 -0.757 -0.427
N 1.140 -0.112 -1.701
N 2.520 -0.636 0.214
H -3.316 0.575 0.441
H -2.293 -0.185 1.830
H -2.231 1.649 1.155
H -1.308 0.481 -0.942
H -1.309 -0.988 -0.200
H 0.701 0.910 1.035
H 0.110 -0.669 1.473
H 1.450 0.780 -1.859
H 0.514 -0.473 -2.363
H 3.116 -1.420 -0.079
H 2.908 0.216 -0.108
```

natural (NBO) population analysis, charges in e, atoms 1 to 4: atom 1 (C): -0.608, atom 2 (C): -0.441, atom 3 (C): -0.223, atom 4 (N): -0.125